(1)
Molecular formula: C3H9NO
Method: DFT, ωB97M-V/def2-TZVPD

Its energy above the lowest of the compared OMol25 structures with the same formula, charge and spin is 259.3 kJ/mol. The value obtained for the HOMO energy is -8.920 eV. For the total energy, the calculation gives -249.614948 hartree. Its spin multiplicity is 1. Its SMILES is C=CO.CN. As for the HOMO-LUMO gap: 9.857 eV.

XYZ file:
```
14
Properties=species:S:1:pos:R:3:forces:R:3:lowdin_charge:R:1
C -2.1492 -0.1865 0.0728 -0.06 -0.24 0.40 -0.003
C -1.3920 -1.0402 0.7755 0.80 -0.77 -2.20 -0.249
O -0.0220 -0.9079 1.0022 -1.06 0.43 0.99 -0.068
H -2.7701 -0.6626 -0.6798 -1.02 0.19 0.79 0.051
H -2.1477 0.8920 0.1359 0.75 0.06 -0.43 0.050
H -1.6849 -2.0904 0.7555 0.03 -0.02 0.24 0.098
H 0.2934 -0.7181 0.1043 0.66 0.27 0.23 0.040
C 1.1139 1.5227 -0.7301 0.94 0.64 -1.31 -0.186
N 1.8917 0.2752 -0.8044 -0.32 -0.07 0.34 -0.070
H 1.7232 2.3708 -1.0729 0.09 0.17 0.56 0.064
H 0.7281 1.7280 0.2605 -0.19 -0.20 -0.01 0.071
H 0.3511 1.5196 -1.5099 -0.50 -0.36 0.45 0.068
H 2.5114 0.3145 -1.6021 -0.09 -0.14 -0.10 0.065
H 2.4919 0.1804 0.0060 -0.04 0.04 0.05 0.070
```
Positions in Å, forces in eV/Å.



(2)
Molecular formula: C5H8N2O3S
Method: DFT, ωB97M-V/def2-TZVPD

Its energy above the lowest of the compared OMol25 structures with the same formula, charge and spin is 293.4 kJ/mol. The value obtained for the HOMO energy is -9.003 eV. For the total energy, the calculation gives -928.641802 hartree. Its spin multiplicity is 1. As for the HOMO-LUMO gap: 8.977 eV.

XYZ file:
```
19
Properties=species:S:1:pos:R:3:forces:R:3:lowdin_charge:R:1
C -0.4738 2.1036 0.0644 3.72 1.87 1.97 -0.057
C -1.4318 1.6897 -0.7464 -0.12 3.48 -0.25 -0.274
C 0.2454 -0.0252 0.7828 1.27 -3.10 0.84 -0.445
C 1.7083 -1.4026 -0.7503 1.66 2.44 3.39 -0.031
C 1.2209 -1.1612 0.7194 0.85 -0.49 -0.49 -0.105
N 0.5488 1.1619 0.4790 1.45 2.98 -0.69 0.134
N -1.5289 0.4423 -1.0896 -0.64 -3.82 -0.63 -0.123
O -1.9617 -1.8781 -0.3951 0.01 0.20 0.48 -0.255
O -0.9173 -0.2495 1.2600 -1.53 -0.74 0.35 -0.061
O -3.1821 -0.0083 0.6647 -3.75 0.71 2.01 -0.220
S -2.0882 -0.5149 0.0067 2.29 -0.86 -2.92 0.564
H -0.0816 3.1063 0.3656 -1.33 -0.67 -0.70 0.126
H -2.0447 2.4724 -1.2164 -0.07 -0.30 0.20 0.129
H 0.9136 -1.6178 -1.3159 -2.90 -1.18 -2.34 0.032
H 2.5034 -2.0909 -0.7895 0.73 -1.06 -0.07 0.068
H 2.0865 -0.4426 -1.0566 0.34 0.34 -0.58 0.071
H 2.0556 -0.9309 1.3701 0.53 0.34 0.02 0.116
H 0.8587 -2.0953 1.1425 -0.74 0.28 -0.03 0.125
H 1.5688 1.4410 0.5045 -1.77 -0.41 -0.55 0.205
```
Positions in Å, forces in eV/Å.



(3)
Molecular formula: C4H11CsNO5S
Method: DFT, ωB97M-V/def2-TZVPD

Its energy above the lowest of the compared OMol25 structures with the same formula, charge and spin is 78.5 kJ/mol. The value obtained for the HOMO energy is -3.157 eV. For the total energy, the calculation gives -1008.334680 hartree. Its spin multiplicity is 1. As for the net charge: -1. As for the HOMO-LUMO gap: 4.825 eV.

XYZ file:
```
23
Properties=species:S:1:pos:R:3:forces:R:3:lowdin_charge:R:1
Cs -0.4854 1.9078 -2.3713 -0.66 0.29 0.60 1.068
S -2.7687 3.0755 0.0740 -3.23 3.59 1.45 0.120
O -3.8783 2.1410 0.0302 -0.61 -1.53 0.38 -0.424
O -2.6474 3.6407 -1.2840 1.05 0.60 -1.62 -0.583
O -3.0430 4.1665 1.0863 0.75 -1.39 -1.28 -0.457
O -1.5072 2.4165 0.3889 2.66 -1.19 0.55 -0.548
C 0.6026 -0.1880 2.1408 1.58 0.04 -0.35 -0.049
C 0.6442 -0.1954 0.5888 -0.99 1.68 0.31 -0.437
C 1.4040 -1.3589 -0.0360 -0.54 0.25 1.45 -0.249
O 1.5374 -1.2185 -1.4117 0.31 -1.89 -1.41 -0.191
C 1.7478 -2.5214 -2.0650 -0.80 1.21 -0.04 -0.077
N -0.7117 -0.0788 0.0756 -0.29 -2.18 0.00 -0.026
H 1.6164 -0.0970 2.5306 0.44 -0.59 0.08 0.061
H 0.1553 -1.1039 2.5270 -0.14 0.05 0.07 0.076
H 0.1847 0.7048 2.6060 -0.83 -0.09 -0.66 0.086
H 1.0451 0.7599 0.2501 1.00 0.04 0.16 0.120
H 0.8300 -2.2536 0.2053 -0.09 -0.35 0.01 0.123
H 2.3757 -1.4352 0.4518 0.36 -0.14 0.04 0.122
H 1.7366 -2.2994 -3.1321 0.69 -0.02 0.06 0.081
H 0.9357 -3.2420 -1.9688 -0.69 0.39 0.59 0.078
H 2.5990 -3.1020 -1.7095 0.58 0.61 -0.07 0.080
H -1.2693 -0.5540 0.7709 -0.61 -0.84 -0.27 0.071
H -1.1034 0.8352 0.2521 0.05 1.44 -0.06 -0.045
```
Positions in Å, forces in eV/Å.



(4)
Molecular formula: CH5IOSi
Method: DFT, ωB97M-V/def2-TZVPD

Its energy above the lowest of the compared OMol25 structures with the same formula, charge and spin is 345.5 kJ/mol. The value obtained for the HOMO energy is -8.388 eV. For the total energy, the calculation gives -703.470329 hartree. Its spin multiplicity is 1. As for the HOMO-LUMO gap: 6.759 eV.

XYZ file:
```
9
Properties=species:S:1:pos:R:3:forces:R:3:lowdin_charge:R:1
C -1.0165 -0.9936 0.0735 0.35 -2.71 0.57 -0.154
O -0.8093 0.3543 0.3761 -0.91 -0.43 0.68 -0.372
Si 0.3745 1.2763 -0.0666 1.93 -1.78 -1.73 0.694
I 3.6771 -0.2189 -0.0085 -1.86 0.72 0.01 -0.351
H -1.3992 -1.5639 0.9960 0.07 1.17 -1.35 0.110
H 0.0220 -1.4632 -0.0374 -1.54 0.31 -0.65 0.086
H -1.7352 -1.1030 -0.7964 1.11 -0.08 0.98 0.108
H 0.4311 2.1604 0.9317 0.62 2.58 2.14 -0.073
H 0.4553 1.5516 -1.4684 0.22 0.21 -0.65 -0.047
```
Positions in Å, forces in eV/Å.



(5)
Molecular formula: C22H24IrOS7
Method: DFT, ωB97M-V/def2-TZVPD

The value obtained for the HOMO energy (spin up / spin down) is -4.767 / -5.072 eV. For the total energy, the calculation gives -3819.662399 hartree. Its spin multiplicity is 5. As for the net charge: -1. As for the HOMO-LUMO gap (spin up / spin down): 7.030 / 5.720 eV.

XYZ file:
```
55
Properties=species:S:1:pos:R:3:forces:R:3:mulliken_spin:R:1
Ir 0.6436 0.5748 -0.3174 0.92 -0.05 0.93 2.274
S 2.7878 -0.5653 -0.2960 -1.35 0.51 -0.42 0.411
C 3.3828 -0.2889 1.3175 -0.04 0.13 0.35 0.021
C 4.6440 -0.7975 1.6256 -0.13 0.05 -0.03 0.003
C 5.1714 -0.6716 2.8921 0.07 0.04 0.18 0.009
C 4.4316 -0.0441 3.8870 0.16 -0.03 0.07 0.008
C 3.1896 0.4783 3.5946 -0.06 0.00 -0.06 -0.003
C 2.6538 0.3847 2.3111 0.21 -0.31 -0.11 0.001
S 1.1043 1.1357 2.0272 -0.61 0.02 -1.41 0.438
H 5.1954 -1.2925 0.8415 0.12 -0.09 -0.07 -0.001
H 6.1586 -1.0548 3.1063 0.06 -0.07 0.03 0.001
H 4.8266 0.0402 4.8893 0.04 0.02 0.07 0.001
H 2.6047 0.9695 4.3587 -0.01 0.07 0.09 0.001
C -1.7802 2.8969 0.8351 0.31 0.18 -0.28 0.065
S -1.6882 4.3261 -0.2841 -0.02 -0.09 0.07 0.002
C 0.0229 4.7221 -0.2246 0.03 -0.05 -0.05 0.065
C 1.0201 4.0193 -0.8152 0.19 0.83 0.64 -0.002
S 0.8613 2.6148 -1.7765 -0.19 -1.26 0.01 0.252
S 2.6273 4.7497 -0.6647 -0.60 0.13 0.18 0.000
C 2.1426 6.2033 0.1607 -0.13 -0.22 -0.05 0.002
S 3.1686 7.4219 0.5353 0.21 0.19 0.09 0.002
S 0.4542 6.2311 0.5623 0.30 -0.41 -0.28 0.008
H -2.8176 2.5813 0.8300 -0.12 -0.09 0.02 0.000
H -1.4713 3.1838 1.8346 0.01 -0.04 0.10 0.000
H -1.1422 2.0905 0.4544 -0.35 0.23 0.15 0.031
C 0.3783 -0.7986 -3.2969 -0.16 0.03 -0.04 0.023
C -1.1460 -0.7979 -3.4197 0.04 0.11 0.09 0.016
C -1.7164 0.6150 -3.3118 0.01 -0.10 -0.03 0.009
C -1.7522 -1.7601 -2.4226 0.19 0.25 0.34 0.025
C -2.3037 -2.9360 -2.8957 -0.16 -0.17 0.03 -0.022
C -2.8265 -3.8932 -2.0439 0.02 -0.11 -0.08 0.038
C -2.7547 -3.6822 -0.6774 -0.08 -0.12 -0.22 -0.024
C -2.2023 -2.5317 -0.1494 0.15 0.43 0.00 0.014
C -2.0954 -2.4044 1.3529 0.14 0.21 0.04 -0.005
C -2.7339 -1.1217 1.8909 0.04 -0.11 0.03 0.007
C -0.6276 -2.4862 1.7808 -0.10 0.02 -0.04 0.075
C -1.7021 -1.5168 -1.0186 -0.71 -1.97 -0.84 0.015
O -1.2452 -0.4044 -0.5383 1.58 1.84 0.76 0.225
H 0.8284 -0.1196 -4.0171 0.10 0.12 -0.09 0.001
H 0.7772 -1.7995 -3.4575 0.08 -0.04 0.08 0.002
H 0.6822 -0.4675 -2.2909 0.05 -0.23 -0.42 0.033
H -1.3882 -1.1757 -4.4215 0.00 -0.01 0.09 0.002
H -1.5123 1.0440 -2.3352 -0.08 0.07 -0.03 -0.007
H -2.7942 0.5972 -3.4640 -0.12 0.04 -0.01 -0.001
H -1.2671 1.2616 -4.0629 0.02 0.11 -0.11 0.003
H -2.3167 -3.1042 -3.9654 -0.04 -0.01 -0.09 -0.001
H -3.2621 -4.8000 -2.4401 -0.02 -0.06 -0.01 0.003
H -3.1288 -4.4420 -0.0022 -0.04 -0.02 0.08 -0.001
H -2.6334 -3.2573 1.7894 0.06 0.08 -0.08 0.000
H -2.1307 -0.2594 1.6146 -0.07 0.04 0.01 -0.001
H -2.7967 -1.1662 2.9782 -0.03 0.02 0.10 0.000
H -3.7378 -0.9975 1.4859 -0.08 0.08 0.01 0.000
H -0.0599 -1.6795 1.3114 0.02 -0.11 0.14 -0.016
H -0.1890 -3.4352 1.4801 0.07 -0.10 -0.04 0.000
H -0.5337 -2.3884 2.8617 0.05 0.05 0.11 -0.001
```
Positions in Å, forces in eV/Å.



(6)
Molecular formula: C18H24N4ORuS2
Method: DFT, ωB97M-V/def2-TZVPD

Its energy above the lowest of the compared OMol25 structures with the same formula, charge and spin is 81.4 kJ/mol. The value obtained for the HOMO energy (spin up / spin down) is -10.457 / -10.278 eV. For the total energy, the calculation gives -1885.673786 hartree. Its spin multiplicity is 2. As for the net charge: +1. As for the HOMO-LUMO gap (spin up / spin down): 6.532 / 6.532 eV.

XYZ file:
```
50
Properties=species:S:1:pos:R:3:forces:R:3:mulliken_spin:R:1
Ru -0.1984 -0.7221 -0.7710 0.24 1.31 -0.19 0.935
C 2.1381 -0.4136 -2.6529 0.10 0.04 -0.10 -0.010
N 1.8389 -0.4297 -1.1966 -0.70 -0.37 0.61 -0.031
C 2.2091 0.8491 -0.5501 0.38 0.05 -0.16 0.000
C 1.1372 1.8692 -0.8102 0.10 0.26 0.00 0.011
N -0.0747 1.5109 -0.0578 -0.42 -0.61 -0.11 -0.007
C 0.1259 1.6760 1.4004 0.04 0.14 -0.04 0.002
C -1.2069 2.2800 -0.5572 0.12 0.21 0.34 -0.018
C -1.4999 3.5421 -0.0564 0.07 0.03 0.02 -0.002
C -2.5754 4.2596 -0.5549 -0.02 -0.02 -0.06 0.004
C -3.3538 3.7189 -1.5704 0.02 -0.03 0.04 -0.002
C -3.0477 2.4689 -2.0827 0.03 0.06 -0.06 -0.001
C -1.9728 1.7449 -1.5727 -0.13 -0.01 -0.34 0.016
S -1.6178 0.1586 -2.2670 0.22 -0.69 0.28 0.041
C 2.4242 -1.6169 -0.5635 0.38 0.20 -0.08 -0.014
C 3.6435 -1.5703 0.0955 0.02 0.08 0.05 0.008
C 4.1537 -2.7207 0.6749 -0.01 -0.03 -0.02 -0.003
C 3.4484 -3.9143 0.5763 -0.03 0.03 -0.06 0.005
C 2.2433 -3.9584 -0.1066 0.08 0.00 0.05 0.006
C 1.7202 -2.8070 -0.6900 -0.18 -0.35 -0.16 0.009
S 0.1873 -2.8438 -1.5763 -0.33 0.06 0.06 0.021
H 3.2149 -0.2938 -2.7868 0.01 0.01 0.04 0.000
H 1.6113 0.4057 -3.1342 -0.02 0.00 0.02 -0.001
H 1.8125 -1.3492 -3.0947 -0.02 -0.02 0.02 0.007
H 3.1646 1.2255 -0.9250 0.06 -0.17 -0.05 -0.001
H 2.3147 0.6592 0.5156 0.03 0.04 0.02 -0.001
H 0.8717 1.8988 -1.8661 0.04 0.03 -0.02 -0.004
H 1.5019 2.8659 -0.5362 -0.10 0.01 0.09 -0.001
H 0.7708 2.5335 1.6114 -0.09 0.06 0.00 -0.001
H 0.5710 0.7840 1.8229 0.10 0.00 0.00 0.000
H -0.8377 1.8303 1.8791 -0.02 -0.04 0.00 0.000
H -0.8839 3.9744 0.7223 -0.03 -0.01 0.01 0.000
H -2.7968 5.2410 -0.1581 -0.01 -0.01 0.00 0.000
H -4.1954 4.2720 -1.9651 0.01 -0.01 0.00 0.000
H -3.6342 2.0418 -2.8868 -0.02 0.02 0.02 -0.001
H 4.2023 -0.6454 0.1615 -0.01 -0.01 0.00 0.000
H 5.1015 -2.6838 1.1939 -0.01 -0.01 0.01 0.000
H 3.8409 -4.8133 1.0328 0.00 0.00 -0.02 0.000
H 1.6889 -4.8834 -0.1964 0.01 0.00 0.03 -0.001
C -3.9124 -1.5689 1.8717 0.04 -0.03 0.03 -0.001
N -2.5982 -1.4741 1.2537 -0.02 0.10 -0.02 -0.004
C -1.4478 -1.3258 1.9222 -0.02 -0.19 0.25 -0.025
N -1.5014 -1.3294 3.2718 0.04 0.01 -0.06 0.007
O -0.3342 -1.1513 1.3634 0.02 -0.13 -0.34 0.050
H -4.6634 -1.5009 1.0908 0.00 0.00 -0.01 0.001
H -4.0722 -0.7462 2.5688 0.00 0.02 -0.01 0.000
H -4.0476 -2.5200 2.3904 0.01 -0.01 -0.01 0.000
H -2.5453 -1.5188 0.2481 0.02 -0.04 -0.06 0.006
H -2.2978 -1.6965 3.7616 -0.01 0.02 0.01 0.000
H -0.6207 -1.3125 3.7567 0.01 -0.03 0.00 0.000
```
Positions in Å, forces in eV/Å.



(7)
Molecular formula: C5H22N6O7
Method: DFT, ωB97M-V/def2-TZVPD

Its energy above the lowest of the compared OMol25 structures with the same formula, charge and spin is 1989.7 kJ/mol. The value obtained for the HOMO energy is -8.011 eV. For the total energy, the calculation gives -1058.148935 hartree. Its spin multiplicity is 1. As for the HOMO-LUMO gap: 6.790 eV.

XYZ file:
```
40
Properties=species:S:1:pos:R:3:forces:R:3:lowdin_charge:R:1
C 1.0110 0.4832 0.0942 -1.97 2.45 -3.98 -0.595
O 1.2838 0.3592 1.2711 -8.30 10.61 -0.63 0.027
N 1.8113 1.0721 -0.7603 4.81 3.49 -1.14 0.231
N 0.0364 -0.0428 -0.5894 5.40 1.90 7.73 -0.020
H 1.6064 1.1887 -1.7424 1.50 0.60 2.59 0.076
H 2.7504 1.3075 -0.4727 -0.19 0.26 0.25 0.150
H -0.4686 -0.8233 -0.1946 2.69 6.70 1.89 -0.037
H -0.2343 0.3858 -1.4630 0.42 -2.33 2.73 -0.035
C -2.0404 2.2865 -1.6182 0.59 2.61 3.35 -0.752
O -2.8842 3.1130 -1.4211 -3.06 0.80 -0.27 0.073
N -1.3504 1.7760 -0.5997 -1.99 1.29 1.99 0.186
N -1.4771 2.0402 -2.7511 -0.17 -0.48 -6.03 0.153
H -1.7963 2.0148 0.2745 0.57 0.10 0.04 0.125
H -0.4469 1.3266 -0.6429 -1.82 1.83 1.11 0.022
H -0.4873 1.8393 -2.7547 -1.43 2.59 -0.18 0.027
H -1.8661 2.4794 -3.5733 -0.06 0.25 0.30 0.137
C -0.8478 -2.1206 -0.2578 -7.92 -5.23 4.47 -0.730
O -1.3306 -2.4234 0.8722 -0.68 -0.39 -3.59 0.052
N -1.2645 -1.2098 -1.1070 -12.32 -6.65 -7.66 0.135
N 0.3418 -2.3174 -0.5432 8.30 -5.19 -1.21 0.216
H -2.2089 -0.8521 -1.0921 -0.19 -0.31 -0.07 0.174
H -0.7537 -1.1803 -1.9778 -0.68 -0.21 0.34 0.147
H 0.9045 -2.5465 0.2637 0.55 -0.64 -0.41 0.150
H 0.4941 -2.7988 -1.4179 0.81 0.19 0.08 0.160
C -0.4784 -0.7010 2.3205 -0.01 0.49 1.79 -0.155
C 0.9377 -0.9398 2.9224 0.91 -0.92 -0.85 -0.285
O 0.9979 -0.4691 4.1980 -0.97 -0.10 2.56 -0.013
O -0.8865 0.6587 2.7125 0.42 -0.49 -0.14 -0.057
H -1.1693 -1.3603 2.8460 -0.06 -0.11 -0.11 0.126
H -0.5928 -0.8887 1.2529 0.40 1.18 2.45 0.063
H 1.6988 -0.3470 2.4150 -0.54 -1.90 2.52 0.066
H 1.2883 -1.9626 2.7844 -0.69 -0.84 0.66 0.127
H 0.3432 0.2237 4.0848 -0.04 0.83 1.16 0.070
H -1.4676 1.0471 2.0544 0.08 -0.28 0.10 0.064
O 2.7162 -0.8366 0.7621 7.95 -7.22 -2.47 -0.054
H 2.5713 -1.3774 1.5385 0.51 -0.07 -0.13 0.017
H 2.0115 -0.1892 0.7857 4.62 -2.71 0.51 -0.292
O 0.3600 0.7878 -2.4895 2.62 -0.72 -8.31 -0.033
H -0.3009 0.5179 -3.1272 -0.60 -0.49 -1.03 0.129
H 1.1882 0.4795 -2.8572 0.54 -0.88 -0.42 0.158
```
Positions in Å, forces in eV/Å.